[1]
24
Properties=species:S:1:pos:R:3:forces:R:3:nbo_charge:R:1 method="wB97M-V/def2-TZVPD" e_above_lowest_kcal_mol=90.15 smiles="CCC(C)=O.C/C=N/C" homo_lumo_gap_ev=8.56
C 1.040591 0.640032 -0.825290 2.75 2.38 2.69 0.088
C -1.416282 -0.493954 0.905635 0.75 -0.37 -2.06 -0.461
C 2.406123 0.209251 1.072587 0.46 -0.65 -0.16 -0.455
C 0.302421 1.774570 -1.476272 -0.99 -0.83 -0.23 -0.649
C 0.153163 -2.128457 -0.355648 1.54 0.77 -0.57 -0.712
C -2.423665 0.627376 0.796965 -0.11 -0.08 0.05 -0.628
N 1.174661 0.649642 0.484836 -0.56 1.10 -2.56 -0.356
C -0.603497 -0.837045 -0.609875 -5.24 -2.37 3.60 0.579
O -1.349585 -0.697770 -1.564434 1.60 0.68 -0.35 -0.577
H 1.889161 0.281663 -1.425128 -0.25 -0.66 -0.09 0.162
H -1.955980 -1.442208 0.968745 -0.13 -0.03 -0.05 0.191
H -0.793978 -0.467778 1.797909 0.38 0.32 -0.27 0.207
H 2.382643 0.364629 2.150876 -0.01 -0.04 -0.08 0.210
H 3.246339 0.773468 0.644066 -0.16 0.02 0.17 0.204
H 2.632902 -0.842204 0.871191 -0.01 -0.11 0.07 0.197
H -0.099230 1.436444 -2.431595 -0.31 0.12 0.05 0.230
H -0.481769 2.116916 -0.806126 -0.15 0.06 -0.18 0.233
H 0.964434 2.613733 -1.693068 0.35 -0.20 0.25 0.228
H 0.535459 -2.531231 -1.292353 -0.02 -0.24 0.03 0.222
H -0.469863 -2.846254 0.173600 -0.31 0.15 -0.29 0.241
H 0.987562 -1.907190 0.308458 0.06 -0.24 -0.04 0.211
H -1.955864 1.608787 0.812935 0.01 0.08 0.02 0.202
H -3.154845 0.577615 1.607185 0.15 0.06 0.15 0.208
H -3.010903 0.519969 -0.115199 0.19 0.07 -0.15 0.223

[2]
134
Properties=species:S:1:pos:R:3:forces:R:3:lowdin_charge:R:1 method="wB97M-V/def2-TZVPD" charge=+1 e_above_lowest_kcal_mol=0.00 homo_lumo_gap_ev=7.45
C -4.674139 -1.368979 -1.605460 1.22 -0.18 0.48 -0.166
C -3.348698 -1.937028 -0.957350 -0.05 0.00 0.04 -0.486
S -2.099005 -2.099445 -2.316036 0.07 -0.17 0.78 0.860
C -0.503392 -2.156997 -1.419182 0.99 0.23 -0.37 -0.371
C 0.342539 -0.853698 -1.523474 -0.87 0.82 0.32 -0.128
N 1.656752 -0.980598 -1.866034 -0.42 0.98 0.33 0.160
C 2.533851 0.072299 -1.975926 -0.01 0.08 -0.27 -0.089
C 3.986198 -0.268804 -2.414093 0.04 0.87 0.98 -0.126
O 4.392643 0.548751 -3.507231 -0.74 -1.33 -0.66 -0.164
C 4.092329 -0.003973 -4.766539 0.50 -0.35 -2.07 -0.227
C 2.845926 -0.561848 -5.147401 0.03 -0.07 -0.41 -0.041
C 2.587798 -1.077912 -6.473807 1.25 1.80 0.67 -0.238
C 3.613978 -1.010180 -7.452909 -0.54 0.31 1.36 -0.107
C 4.869783 -0.459373 -7.064175 -0.42 0.09 0.15 -0.055
C 5.133310 0.042487 -5.764457 -1.31 -0.46 -0.33 -0.012
C 2.119091 1.393429 -1.732620 -0.66 0.05 0.23 -0.099
C 3.040586 2.623094 -1.853852 0.19 0.69 0.24 -0.223
N 2.501955 3.689372 -2.735241 0.02 -0.58 0.34 0.006
C 0.735417 1.610450 -1.361528 -1.54 -1.56 0.11 -0.368
S 0.041734 3.203069 -1.001772 0.61 0.05 -0.20 0.890
C -0.149849 0.459293 -1.282122 1.68 -0.85 -0.36 -0.210
O -1.502323 0.631089 -0.961027 1.24 0.23 0.80 -0.080
N -2.266822 1.121082 -2.027096 1.09 -2.13 -0.03 -0.080
O -1.725084 0.911133 -3.054981 0.94 -2.69 2.58 -0.265
H -5.508193 -2.042122 -1.325796 0.32 0.64 -0.38 0.056
H -4.511638 -1.336742 -2.707685 -0.56 0.13 0.93 -0.009
H -4.805081 -0.340797 -1.201534 -0.28 -0.72 -0.47 0.078
H -2.954683 -1.242926 -0.187590 -0.20 -0.45 -0.48 0.068
H -3.486775 -2.937423 -0.494270 0.04 0.65 -0.36 0.028
H 0.104360 -2.952200 -1.919911 -0.46 0.43 0.46 0.050
H -0.604669 -2.454820 -0.352262 -0.12 0.26 -0.66 0.116
H 1.996584 -1.927404 -2.053822 0.04 0.36 0.13 0.087
H 4.639771 0.030583 -1.557887 -0.39 -0.23 -0.62 0.134
H 4.168402 -1.349732 -2.581843 -0.39 0.57 -0.13 0.110
H 2.006211 -0.624315 -4.435485 0.54 0.14 -0.35 0.102
H 1.579541 -1.471675 -6.680389 0.75 0.48 -0.03 0.088
H 3.381271 -1.378895 -8.465685 0.50 0.29 0.59 0.115
H 5.667855 -0.385777 -7.820470 -0.43 -0.07 0.52 0.070
H 6.128163 0.466349 -5.572531 -0.76 -0.25 -0.03 0.033
H 4.061279 2.393772 -2.209562 -0.69 -0.35 0.30 0.087
H 3.161561 3.089360 -0.844099 -0.09 -0.60 -0.52 0.116
H 1.723912 3.358111 -3.299843 0.22 0.29 0.04 0.066
H 2.221035 4.499642 -2.189075 -0.10 -0.24 -0.33 0.015
H -1.296349 3.000594 -0.771802 0.88 -0.62 -0.09 -0.079
C -4.912637 -4.700915 -4.606900 -0.09 -0.06 0.01 -2.028
Cl -3.346741 -4.901366 -5.400369 0.00 -0.01 -0.01 0.507
Cl -4.831641 -5.390140 -2.974710 0.03 0.08 -0.05 0.510
Cl -5.293080 -2.975379 -4.500148 -0.06 -0.22 -0.18 0.562
Cl -6.167978 -5.527612 -5.535452 0.14 0.08 0.09 0.551
C -5.386193 -4.044634 2.436542 -0.17 -0.10 0.19 -1.997
Cl -5.812074 -2.369738 2.848026 0.13 -0.15 -0.30 0.505
Cl -3.648877 -4.288677 2.684614 -0.08 0.05 -0.07 0.521
Cl -6.288495 -5.163231 3.461431 0.32 0.07 -0.13 0.515
Cl -5.784605 -4.346812 0.730586 0.16 0.06 0.05 0.504
C 4.227062 -3.927345 0.171481 0.18 -0.06 0.40 -1.995
Cl 5.210477 -2.477612 0.438613 -0.11 -0.05 -0.08 0.555
Cl 5.260119 -5.355064 0.193967 -0.15 0.25 -0.14 0.556
Cl 3.002713 -4.051839 1.443602 0.09 0.09 -0.14 0.514
Cl 3.420365 -3.813750 -1.409706 0.12 -0.18 -0.03 0.515
C 3.943948 -7.862498 3.414560 0.01 -0.09 0.08 -2.038
Cl 4.927593 -6.416211 3.698330 -0.06 -0.09 0.00 0.505
Cl 4.981981 -9.293752 3.432226 -0.09 0.14 -0.02 0.538
Cl 2.721666 -8.001787 4.686020 0.09 0.03 -0.12 0.533
Cl 3.141387 -7.735334 1.837716 0.01 -0.06 0.11 0.477
C 8.884642 0.876902 -2.986537 0.17 0.10 0.00 -2.012
Cl 9.746739 -0.398127 -3.860875 -0.06 -0.01 0.26 0.518
Cl 9.566385 2.451438 -3.414211 -0.08 -0.14 0.03 0.537
Cl 7.167158 0.837326 -3.428042 0.40 0.08 0.43 0.605
Cl 9.049420 0.614292 -1.242394 -0.04 0.01 -0.12 0.529
C 6.375517 5.254279 -0.398495 0.15 -0.05 0.05 -2.020
Cl 6.638247 5.014233 1.334221 -0.10 0.08 -0.32 0.501
Cl 4.691917 5.742126 -0.676050 0.06 0.01 0.00 0.521
Cl 7.458605 6.516852 -0.992510 -0.13 -0.13 0.04 0.552
Cl 6.701718 3.740300 -1.264446 -0.07 0.08 0.02 0.507
C 6.838596 6.987224 5.273706 -0.01 0.13 0.07 -2.026
Cl 7.098011 6.748876 7.007106 0.10 0.01 -0.22 0.511
Cl 5.159930 7.471429 4.985353 0.13 -0.03 -0.02 0.507
Cl 7.925988 8.250959 4.681128 -0.08 -0.12 0.03 0.535
Cl 7.170632 5.472434 4.413557 0.04 0.02 0.26 0.488
C 2.091819 -5.174646 -5.631377 0.21 -0.17 -0.20 -1.984
Cl 2.925776 -6.448178 -6.530587 -0.10 0.12 0.12 0.557
Cl 2.755528 -3.586256 -6.065991 -0.11 -1.32 0.30 0.664
Cl 0.362892 -5.210936 -6.024234 0.10 0.03 0.07 0.519
Cl 2.314342 -5.432193 -3.892912 0.08 -0.06 -0.17 0.473
C -10.087100 -6.092626 2.347853 -0.11 0.02 0.02 -2.020
Cl -10.627494 -4.854426 3.490819 0.10 -0.34 0.08 0.485
Cl -9.467589 -7.491646 3.241138 0.00 0.10 -0.06 0.530
Cl -11.447286 -6.594181 1.333160 0.11 0.04 0.09 0.533
Cl -8.800130 -5.429929 1.327213 -0.29 -0.12 -0.07 0.467
C 3.171116 7.342788 8.520749 -0.04 -0.05 0.05 -2.037
Cl 2.082984 7.998768 7.285103 0.08 -0.05 0.05 0.505
Cl 3.885155 5.832362 7.932536 -0.16 0.06 0.11 0.500
Cl 4.455963 8.514570 8.856061 -0.12 -0.05 -0.03 0.513
Cl 2.260410 7.028895 10.003629 0.16 -0.34 -0.14 0.507
C -3.366620 3.920837 -4.610617 -0.10 0.10 -0.05 -1.963
Cl -3.789701 5.098214 -3.349352 0.05 -0.09 -0.07 0.506
Cl -2.641846 2.468859 -3.851887 -2.43 4.94 -3.73 0.750
Cl -4.826403 3.459076 -5.501264 0.14 0.04 0.10 0.528
Cl -2.196500 4.646728 -5.725975 -0.07 -0.06 0.11 0.523
C 9.108508 1.238574 -8.398345 0.04 0.07 -0.04 -2.032
Cl 10.731411 1.053481 -9.074551 -0.15 0.00 0.07 0.540
Cl 9.062183 0.525614 -6.774956 -0.03 0.09 -0.27 0.486
Cl 8.701325 2.957719 -8.296730 0.01 -0.14 0.01 0.529
Cl 7.937221 0.414599 -9.443104 0.08 0.04 0.05 0.529
C -7.646893 -3.408347 7.221794 -0.05 0.05 0.05 -2.023
Cl -8.174201 -2.066198 8.248928 0.14 -0.27 -0.13 0.493
Cl -6.421141 -4.359100 8.075361 -0.08 0.07 -0.07 0.530
Cl -9.032970 -4.441115 6.838654 0.12 0.06 0.00 0.516
Cl -6.956064 -2.770725 5.719181 -0.15 0.01 0.36 0.472
C -0.729028 -6.516694 -1.072993 -0.12 -0.14 -0.08 -2.013
Cl -0.771403 -5.727647 -2.654082 -0.14 -0.05 0.10 0.489
Cl -0.704175 -8.270802 -1.282171 0.02 0.19 0.03 0.563
Cl 0.728249 -6.004329 -0.196176 -0.14 0.03 -0.05 0.480
Cl -2.169888 -6.046879 -0.157823 0.10 0.03 0.05 0.515
C -12.253534 -2.168485 1.069374 -0.01 0.03 -0.01 -2.036
Cl -12.641325 -0.500320 0.620248 0.03 -0.12 0.03 0.526
Cl -12.621108 -3.245506 -0.286532 0.04 0.07 0.10 0.518
Cl -10.529864 -2.287452 1.464707 -0.13 0.23 -0.18 0.485
Cl -13.220178 -2.638779 2.475654 0.06 0.06 -0.12 0.517
C -0.540548 7.375487 -0.059654 0.01 0.19 -0.02 -2.030
Cl -0.662035 8.214117 1.489856 0.03 -0.13 -0.14 0.548
Cl -0.896115 8.502115 -1.372704 0.03 -0.16 0.10 0.548
Cl 1.102339 6.732620 -0.259452 -0.05 0.03 0.05 0.497
Cl -1.703050 6.034076 -0.099424 -0.01 0.05 0.00 0.500
C -0.141196 10.319955 10.933310 0.02 0.04 0.00 -2.039
Cl 1.434226 10.123569 10.152421 -0.18 0.41 0.09 0.484
Cl -0.079022 9.634675 12.564796 0.00 0.03 -0.12 0.523
Cl -0.545010 12.040610 11.030175 0.02 -0.14 0.00 0.527
Cl -1.376579 9.475309 9.985174 0.09 0.04 0.06 0.516
C -8.756262 0.591726 11.769290 0.01 0.00 0.10 -2.042
Cl -9.168783 2.270429 12.146892 0.03 -0.13 -0.05 0.525
Cl -7.022831 0.336638 12.023729 -0.12 0.01 -0.04 0.520
Cl -9.674202 -0.494261 12.822069 0.07 0.08 -0.10 0.527
Cl -9.159000 0.252108 10.076934 -0.07 0.20 0.17 0.484

[3]
12
Properties=species:S:1:pos:R:3:forces:R:3:nbo_charge:R:1 method="wB97M-V/def2-TZVPD" e_above_lowest_kcal_mol=7.17 smiles="Nc1cc(=S)ocn1" homo_lumo_gap_ev=8.43
C -0.688736 -0.305675 0.000106 -0.45 -0.77 -0.03 0.413
C 0.575323 -0.830370 -0.002356 0.41 -0.57 0.16 -0.441
C 1.703915 0.013262 -0.004053 0.23 0.04 0.02 0.171
C 0.127870 1.783559 0.003200 -0.34 0.22 -0.02 0.468
H -1.780681 -2.053634 -0.016306 -0.01 -0.44 -0.03 0.403
H -2.717421 -0.564143 -0.033312 0.94 -0.63 0.05 0.415
H 0.773109 -1.905095 0.044864 -0.22 0.47 -0.12 0.243
H 0.058779 2.886742 0.008878 -0.02 -0.76 0.00 0.194
N -1.816433 -1.061580 0.001550 -0.58 1.39 0.00 -0.769
N -0.927575 1.044944 0.003287 0.75 0.92 -0.03 -0.522
O 1.398381 1.380431 -0.005230 -0.41 0.12 -0.01 -0.448
S 3.293473 -0.388444 -0.000624 -0.30 0.02 0.00 -0.127

[4]
15
Properties=species:S:1:pos:R:3:forces:R:3:nbo_charge:R:1 method="wB97M-V/def2-TZVPD" e_above_lowest_kcal_mol=13.51 smiles="NCC(=O)NC(N)=O" homo_lumo_gap_ev=10.41
O -1.024801 -1.664650 1.068243 -0.15 -0.13 -0.14 -0.575
C -0.503128 -0.798161 0.408934 0.05 -0.14 0.12 0.667
N -0.363698 -0.969938 -0.970578 0.00 0.44 0.28 -0.688
C 0.739926 -0.554220 -1.747325 -0.18 -0.17 0.00 0.784
N 1.112534 0.747717 -1.600172 -0.22 0.57 0.10 -0.838
O 1.314509 -1.327735 -2.471444 -0.01 -0.13 -0.24 -0.597
C -0.169010 0.548164 1.046468 -0.47 0.41 -0.04 -0.327
N -0.730110 0.696381 2.369734 0.30 0.25 -0.08 -0.807
H -0.814578 -1.811412 -1.296467 0.39 -0.30 0.00 0.423
H 0.422511 1.454577 -1.359712 0.33 -0.43 -0.11 0.396
H 1.829915 1.033418 -2.246225 0.03 0.01 0.03 0.410
H -0.661773 1.266422 0.386382 0.06 0.27 0.09 0.191
H 0.883087 0.831997 1.077146 0.04 -0.39 -0.23 0.233
H -1.726857 0.531068 2.348570 0.01 -0.17 0.10 0.363
H -0.308528 0.016372 2.986446 -0.17 -0.09 0.13 0.366

Number 1: lowest unoccupied orbital energy -0.17 eV, HOMO level -8.73 eV. Number 2: lowest unoccupied orbital energy -3.86 eV, HOMO level -11.32 eV. Number 3: lowest unoccupied orbital energy 0.24 eV, HOMO level -8.19 eV. Number 4: lowest unoccupied orbital energy 0.57 eV, HOMO level -9.85 eV.